# 1
{
  "formula": "C10H26Cl4CrFO8P2",
  "method": "ωB97M-V with the def2-TZVPD basis set",
  "spin_multiplicity": 6,
  "e_homo_ha": [-0.2088, -0.3528],
  "gap_ev": [6.04, 9.90],
  "s_squared": 8.75,
  "symbols": ["Cr", "F", "C", "O", "P", "O", "O", "C", "O", "C", "H", "H", "H", "H", "H", "H", "H", "H", "H", "C", "O", "P", "O", "O", "C", "O", "C", "H", "H", "H", "H", "H", "H", "H", "H", "H", "Cl", "C", "C", "Cl", "H", "H", "H", "H", "Cl", "C", "C", "Cl", "H", "H", "H", "H"],
  "xyz": [[9.36365, 23.81576, -2.73163], [11.15786, 24.80284, -3.23143], [11.74483, 24.27661, 1.71934], [10.35238, 24.31833, 1.94634], [9.44697, 24.90385, 0.69937], [9.78840, 24.23590, -0.61845], [9.70896, 26.52963, 0.65739], [10.28624, 27.21762, -0.49847], [7.99700, 24.81057, 1.20635], [7.50199, 23.65880, 1.85323], [12.09900, 24.17084, 0.69392], [12.12771, 23.27199, 1.89893], [12.23204, 25.05906, 2.30114], [9.71829, 28.11569, -0.74138], [10.39885, 26.64028, -1.41613], [11.24348, 27.65572, -0.21589], [8.32497, 22.96786, 2.03599], [6.81641, 23.07501, 1.23901], [7.07991, 23.81524, 2.84594], [8.76793, 25.26493, -7.12015], [8.45062, 26.40243, -6.31943], [7.67093, 26.13468, -4.91898], [8.46621, 25.45807, -3.84753], [7.11226, 27.62103, -4.62128], [6.39139, 28.38900, -5.62465], [6.32092, 25.33564, -5.42179], [5.50917, 24.68941, -4.50108], [9.83863, 25.22698, -7.32080], [8.13067, 25.37153, -7.99801], [8.59185, 24.29894, -6.64691], [5.47403, 28.74583, -5.15646], [6.11243, 27.70709, -6.42794], [6.98608, 29.27604, -5.84279], [5.84045, 24.81325, -3.47005], [5.47107, 23.61902, -4.70334], [4.45660, 24.96696, -4.55734], [14.49355, 25.21939, 0.29440], [14.12618, 26.18291, -1.18847], [14.20356, 25.17388, -2.39337], [15.72876, 24.20174, -2.50956], [14.95165, 26.86710, -1.38490], [13.10980, 26.53773, -1.01772], [13.99745, 25.54574, -3.39703], [13.40136, 24.44557, -2.27446], [8.86596, 29.26883, -2.94233], [10.11559, 29.27909, -4.17211], [10.96981, 28.03420, -4.29102], [11.74308, 27.72218, -5.87332], [10.69704, 30.19058, -4.03352], [9.54848, 29.24107, -5.10219], [10.29288, 27.20194, -4.09811], [11.63092, 27.83050, -3.44868]]
}

# 2
{
  "formula": "C2H9N3",
  "method": "ωB97M-V with the def2-TZVPD basis set",
  "smiles": "[H]/N=C/N.CN",
  "e_homo_ha": -0.3340,
  "gap_ev": 10.27,
  "de_lowest_kj_mol": 111.6,
  "symbols": ["C", "N", "H", "H", "H", "H", "H", "N", "C", "N", "H", "H", "H", "H"],
  "xyz": [[0.70232, -2.00749, -4.26801], [1.93373, -1.30748, -3.89543], [0.56567, -3.02249, -3.88521], [0.70548, -2.12487, -5.37008], [-0.18757, -1.39463, -4.12599], [1.74499, -0.53149, -3.28217], [2.60974, -1.93553, -3.49046], [-1.20555, 1.23970, 3.07755], [-1.10766, 1.58363, 4.42957], [-0.90830, 2.78032, 4.77081], [-0.83572, 1.97377, 2.48710], [-2.15190, 1.09793, 2.72895], [-1.21560, 0.72226, 5.08600], [-0.64963, 2.92638, 5.73737]]
}

# 3
{
  "formula": "C13H25BFINO10P",
  "method": "ωB97M-V with the def2-TZVPD basis set",
  "smiles": "CC[C@H](I)[C@@H]1OC(=O)[C@@](F)(B(N)O)[C@@H]1[PH2]=O.COC(=O)OC.COC(=O)OC",
  "e_homo_ha": -0.3585,
  "gap_ev": 9.73,
  "symbols": ["C", "C", "C", "I", "C", "O", "C", "O", "C", "F", "B", "N", "O", "C", "P", "O", "H", "H", "H", "H", "H", "H", "H", "H", "H", "H", "H", "H", "H", "C", "O", "C", "O", "O", "C", "H", "H", "H", "H", "H", "H", "C", "O", "C", "O", "O", "C", "H", "H", "H", "H", "H", "H"],
  "xyz": [[2.20108, -0.12544, -0.44738], [3.36728, -1.17405, -0.05690], [3.11518, -1.90106, 1.38074], [1.02379, -2.26862, 1.83409], [3.94352, -1.12690, 2.50168], [4.48128, -1.88378, 3.63921], [5.42035, -0.94893, 4.23325], [6.52024, -1.17860, 4.75925], [4.77290, 0.53834, 4.03073], [4.52026, 0.91271, 5.39633], [5.77782, 1.62169, 3.29548], [6.41740, 1.26442, 1.98868], [6.05674, 2.93894, 3.83610], [3.48735, 0.31093, 3.04270], [1.95327, 0.50345, 4.13019], [1.82092, 1.87948, 4.81887], [1.38810, -0.65692, -1.06121], [1.79189, 0.36410, 0.50533], [2.69638, 0.64963, -1.14879], [3.31858, -2.01364, -0.85071], [4.41917, -0.72567, -0.13292], [3.61159, -2.93921, 1.27010], [4.92189, -0.86622, 1.93414], [5.63775, 1.16963, 1.31520], [7.07685, 1.99338, 1.67541], [5.22249, 3.45356, 3.76730], [3.44063, 1.20857, 2.34118], [1.88659, -0.62162, 5.01090], [0.81462, 0.39910, 3.23541], [-3.84628, -1.55223, 2.88769], [-4.73092, -1.59043, 1.76945], [-4.13053, -1.38850, 0.58474], [-2.95317, -1.18709, 0.41169], [-5.06986, -1.44984, -0.37329], [-4.57133, -1.25139, -1.69527], [-4.43796, -1.72703, 3.78675], [-3.09356, -2.34017, 2.81078], [-3.37229, -0.57164, 2.97099], [-3.84770, -2.02715, -1.95502], [-4.12654, -0.25870, -1.79418], [-5.41281, -1.32171, -2.38527], [-3.25340, 1.59415, -7.45950], [-4.01517, 0.75191, -6.59610], [-5.12639, 1.32662, -6.10619], [-5.50385, 2.44899, -6.33523], [-5.74377, 0.43180, -5.31600], [-6.94998, 0.90881, -4.72162], [-2.38317, 1.02847, -7.79396], [-3.83920, 1.87774, -8.33656], [-2.90500, 2.48035, -6.92450], [-7.68331, 1.16529, -5.48926], [-6.74871, 1.76757, -4.07737], [-7.36101, 0.10696, -4.10718]]
}

# 4
{
  "formula": "C4H11O3P",
  "method": "ωB97M-V with the def2-TZVPD basis set",
  "smiles": "OCCOC[C@@H](O)P",
  "e_homo_ha": -0.3379,
  "gap_ev": 10.00,
  "de_lowest_kj_mol": 335.5,
  "symbols": ["C", "C", "C", "C", "O", "O", "O", "P", "H", "H", "H", "H", "H", "H", "H", "H", "H", "H", "H"],
  "xyz": [[-0.24126, 2.63263, 1.02502], [0.66001, 1.26073, 0.90801], [0.01639, -0.31212, -0.77573], [-1.06857, -1.28898, -1.21554], [0.71794, 3.57680, 1.37461], [-0.65317, -1.54536, -2.50548], [-0.17989, 0.16576, 0.52230], [-1.00709, -2.67065, 0.05978], [-0.96422, 2.39573, 1.83236], [-0.61349, 2.84504, -0.01520], [1.18760, 1.11969, 1.91577], [1.38713, 1.35810, 0.09871], [1.00351, -0.85958, -0.78440], [0.03151, 0.40235, -1.60779], [-2.06216, -0.85724, -1.25570], [0.53027, 4.46824, 1.04681], [-1.25087, -2.16026, -2.98064], [0.36826, -2.99428, -0.13549], [-1.39843, -3.57046, -0.84977]]
}

# 5
{
  "formula": "C9H4CdN2O3",
  "method": "ωB97M-V with the def2-TZVPD basis set",
  "e_homo_ha": -0.6399,
  "gap_ev": 8.42,
  "total_charge": 2,
  "symbols": ["O", "C", "Cd", "C", "C", "O", "O", "N", "C", "C", "C", "C", "N", "C", "C", "H", "H", "H", "H"],
  "xyz": [[0.00013, 3.05723, -3.30255], [0.00111, 1.96677, -2.92785], [0.00001, -0.00874, -2.07937], [1.70210, -0.98304, -2.92270], [-1.70255, -0.98188, -2.92445], [2.64435, -1.52872, -3.30408], [-2.64524, -1.52611, -3.30662], [-0.00005, 0.00614, 5.15966], [-0.00010, 0.00528, 3.98999], [-0.00013, 0.00218, 2.53633], [0.12315, -1.23030, 1.87555], [0.12284, -1.21512, 0.49673], [0.00054, -0.00403, -0.02429], [-0.12237, 1.20872, 0.49540], [-0.12247, 1.22020, 1.86516], [0.21467, -2.15124, 2.35969], [0.21162, -2.08303, -0.16371], [-0.21135, 2.08750, -0.17114], [-0.21627, 2.15818, 2.34822]]
}

# 6
{
  "formula": "C5H6F2O",
  "method": "ωB97M-V with the def2-TZVPD basis set",
  "smiles": "C/C(F)=C1\\O[C@]1(C)F",
  "e_homo_ha": -0.3218,
  "gap_ev": 9.59,
  "de_lowest_kj_mol": 270.2,
  "symbols": ["C", "C", "C", "C", "C", "O", "F", "F", "H", "H", "H", "H", "H", "H"],
  "xyz": [[0.85457, 0.84579, 0.99681], [-1.54549, 0.52569, -0.68219], [-0.18270, 0.61205, 0.12120], [-2.42324, -0.57906, -0.68412], [2.24500, 1.20787, 0.59455], [-0.28047, 0.60555, -1.26961], [0.63642, 0.56885, 2.30147], [-2.19088, 1.78009, -0.62175], [-2.95548, -0.64854, 0.41296], [-1.85518, -1.48007, -0.84352], [-3.12262, -0.66580, -1.44547], [2.34807, 2.10003, 1.32429], [2.24903, 1.41780, -0.49520], [2.92715, 0.48808, 0.82106]]
}

# 7
{
  "formula": "C3H6BrO3P",
  "method": "ωB97M-V with the def2-TZVPD basis set",
  "e_homo_ha": -0.3324,
  "gap_ev": 9.55,
  "de_lowest_kj_mol": 59.4,
  "symbols": ["C", "C", "C", "O", "O", "O", "P", "Br", "H", "H", "H", "H", "H", "H"],
  "xyz": [[-0.34070, -0.98373, 0.32397], [0.21159, -0.40919, 1.53326], [1.44277, 0.16957, 1.42602], [-0.19394, -0.18551, -2.35094], [-2.07733, 0.52341, -0.84300], [0.22485, 1.61307, -0.51605], [-0.45816, 0.40715, -0.89324], [2.42527, -0.04690, -0.16505], [-1.39098, -1.11728, 0.37829], [0.32715, -1.66761, -0.22755], [-0.31699, -0.48485, 2.43550], [1.98631, 0.72988, 2.12017], [0.66445, 0.16525, -2.69497], [-2.50430, 1.28673, -0.52641]]
}

# 8
{
  "formula": "C42H77Cl4F6N14P",
  "method": "ωB97M-V with the def2-TZVPD basis set",
  "e_homo_ha": -0.3715,
  "gap_ev": 6.32,
  "total_charge": 2,
  "de_lowest_kj_mol": 0.0,
  "symbols": ["C", "C", "N", "C", "C", "N", "C", "C", "H", "H", "H", "H", "H", "H", "H", "H", "H", "H", "H", "C", "C", "N", "C", "C", "N", "C", "C", "H", "H", "H", "H", "H", "H", "H", "H", "H", "H", "H", "C", "C", "N", "C", "C", "N", "C", "C", "H", "H", "H", "H", "H", "H", "H", "H", "H", "H", "H", "C", "C", "N", "C", "C", "N", "C", "C", "H", "H", "H", "H", "H", "H", "H", "H", "H", "H", "H", "C", "C", "N", "C", "C", "N", "C", "C", "H", "H", "H", "H", "H", "H", "H", "H", "H", "H", "H", "C", "C", "N", "C", "C", "N", "C", "C", "H", "H", "H", "H", "H", "H", "H", "H", "H", "H", "H", "C", "C", "N", "C", "C", "N", "C", "C", "H", "H", "H", "H", "H", "H", "H", "H", "H", "H", "H", "Cl", "Cl", "Cl", "Cl", "P", "F", "F", "F", "F", "F", "F"],
  "xyz": [[-7.53595, 12.83935, -1.06914], [-7.79710, 11.84166, -2.20420], [-8.53753, 12.51493, -3.31593], [-9.79178, 13.00111, -3.26008], [-9.96060, 13.57584, -4.56284], [-8.92619, 13.19505, -5.33071], [-8.02158, 12.58525, -4.55468], [-8.63629, 13.40559, -6.72929], [-6.60787, 13.40712, -1.13552], [-7.58358, 12.21233, -0.17882], [-8.31958, 13.59303, -0.99177], [-8.39408, 11.01071, -1.82837], [-6.89088, 11.46431, -2.67798], [-10.40008, 12.91746, -2.37161], [-10.85872, 14.10953, -4.83664], [-7.09244, 12.09362, -4.80246], [-7.98323, 14.27690, -6.77859], [-9.39385, 13.34119, -7.51036], [-7.97438, 12.60400, -7.05707], [-9.87572, 12.73621, 4.16153], [-10.37354, 13.73854, 3.01975], [-9.64323, 15.05240, 3.06263], [-8.32035, 15.28999, 3.24525], [-8.03818, 16.67039, 3.30823], [-9.23538, 17.30960, 3.12573], [-10.23050, 16.33424, 2.99028], [-9.48487, 18.77385, 3.09998], [-8.85002, 12.42446, 3.96442], [-10.38425, 11.77871, 4.04882], [-9.97310, 13.11373, 5.17942], [-11.45303, 13.88948, 3.01570], [-10.02554, 13.15478, 2.16757], [-7.73458, 14.39214, 3.37617], [-7.08335, 17.15188, 3.45947], [-11.28912, 16.52292, 2.88972], [-8.71343, 19.37748, 2.62183], [-9.41149, 19.09925, 4.13769], [-10.52011, 19.06331, 2.91943], [-16.16998, 19.27283, -3.05624], [-15.31369, 20.50064, -3.50891], [-14.38070, 20.06306, -4.61780], [-13.41945, 19.10845, -4.59580], [-12.80212, 19.15532, -5.81337], [-13.57323, 19.88860, -6.69206], [-14.45994, 20.51295, -5.96241], [-13.23840, 19.99022, -8.14594], [-16.90410, 19.69727, -2.37140], [-15.52181, 18.64449, -2.44535], [-16.73652, 18.79434, -3.85510], [-14.57173, 20.72344, -2.74211], [-15.87032, 21.42640, -3.65459], [-13.05669, 18.51415, -3.77021], [-11.88396, 18.71487, -6.17305], [-15.16831, 21.21509, -6.37667], [-12.42040, 19.31474, -8.39635], [-12.87178, 21.01187, -8.24553], [-14.09207, 19.76332, -8.78457], [-7.09833, 29.45181, 1.38328], [-8.20825, 28.97162, 0.47746], [-8.49699, 27.54038, 0.68128], [-9.12450, 27.06460, 1.86018], [-9.17316, 25.64034, 1.64208], [-8.80375, 25.40150, 0.31355], [-8.32581, 26.54572, -0.21151], [-8.85630, 24.07920, -0.27359], [-6.29619, 28.71884, 1.46945], [-7.34272, 29.81975, 2.37976], [-6.68436, 30.36753, 0.96116], [-8.03110, 29.13460, -0.58564], [-9.11923, 29.52422, 0.70736], [-9.29608, 27.72943, 2.69382], [-9.54756, 24.77108, 2.16227], [-7.99647, 26.68325, -1.23083], [-8.12690, 23.95547, -1.07407], [-9.78709, 23.90197, -0.81240], [-8.71399, 23.27119, 0.44402], [-5.35524, 15.29845, 1.24566], [-5.14250, 15.94445, -0.21569], [-4.00961, 16.85119, -0.15047], [-2.74634, 16.67111, -0.63417], [-2.04495, 17.80654, -0.39007], [-2.85445, 18.74859, 0.23669], [-4.05514, 18.13639, 0.34291], [-2.46097, 20.06245, 0.73207], [-5.62476, 16.01668, 2.01999], [-4.52563, 14.63401, 1.48724], [-6.18285, 14.58975, 1.21547], [-6.02583, 16.50119, -0.52855], [-4.82432, 15.28279, -1.02133], [-2.49680, 15.82148, -1.25243], [-1.00723, 18.07079, -0.53045], [-4.92851, 18.53005, 0.84157], [-2.77173, 20.14477, 1.77359], [-3.03682, 20.72604, 0.08697], [-1.39641, 20.15634, 0.51757], [-8.35828, 16.38130, -3.17443], [-9.89211, 16.54070, -3.18216], [-10.34090, 17.85053, -2.80919], [-10.23315, 19.02258, -3.60020], [-10.48428, 20.16459, -2.83830], [-10.59260, 19.69546, -1.53666], [-10.65074, 18.32591, -1.53394], [-10.50572, 20.57034, -0.44163], [-8.07071, 15.37873, -3.49110], [-7.70390, 16.52957, -2.31543], [-7.90569, 17.00897, -3.94209], [-10.42834, 15.91872, -2.46544], [-10.31508, 16.39365, -4.17593], [-9.97192, 18.78872, -4.62170], [-10.51494, 21.21376, -3.09267], [-10.67662, 17.71275, -0.64526], [-10.49999, 20.10319, 0.54317], [-11.50917, 20.99550, -0.42072], [-9.57121, 21.12930, -0.49025], [-4.92246, 18.11525, -3.25786], [-4.63885, 19.55439, -3.00006], [-5.53876, 20.40944, -3.69641], [-6.84173, 20.54905, -3.56030], [-7.32055, 21.45886, -4.50165], [-6.27424, 21.84347, -5.27281], [-5.15698, 21.29593, -4.68039], [-6.26465, 22.80591, -6.43501], [-5.44810, 18.03616, -4.20947], [-5.61886, 17.82472, -2.47128], [-4.13050, 17.37326, -3.15607], [-3.63533, 19.77852, -3.36173], [-4.70390, 19.72118, -1.92486], [-7.36895, 20.00485, -2.79070], [-8.29408, 21.78639, -4.83537], [-4.19965, 21.41457, -5.16604], [-5.73286, 22.36178, -7.27646], [-5.83745, 23.76182, -6.13194], [-7.30559, 22.81701, -6.75816], [-9.71338, 20.66249, -6.85003], [-7.48781, 19.09524, -0.08255], [-5.28631, 14.37216, -3.80546], [-12.69850, 22.94373, -2.35166], [-14.02494, 17.49355, 0.05962], [-14.16295, 19.11176, 0.39816], [-14.60257, 16.95151, 1.56730], [-15.56461, 17.45119, -0.58103], [-14.04762, 15.87143, -0.28384], [-13.47787, 17.79680, -1.41318], [-12.46210, 17.31505, 0.68225]]
}